13
Properties=species:S:1:pos:R:3 method="wB97M-V/def2-TZVPD" orbital_gap_ev=10.26 e_homo_ev=-14.84 e_tot_ha=-394.148384 e_above_lowest_ev=3.620 charge=+1 largest_force_ev_per_a=1.74
O 0.06 0.60 -1.64
O 1.32 1.10 0.19
N 0.23 0.87 1.04
N 0.05 -1.43 0.47
N -1.03 0.34 -0.81
C 1.11 1.01 -1.06
C -0.66 -0.15 0.50
H 0.04 -1.83 1.40
H -1.58 -0.09 1.10
H -1.73 -0.16 -1.34
H 2.00 1.15 -1.69
H 0.61 0.69 1.97
H -0.43 -2.09 -0.13

13
Properties=species:S:1:pos:R:3 method="wB97M-V/def2-TZVPD" orbital_gap_ev=10.35 e_homo_ev=-10.08 e_tot_ha=-660.529903 e_above_lowest_ev=2.604 largest_force_ev_per_a=4.51
P -3.36 -1.34 -0.32
O -2.48 -2.23 -1.08
N -1.24 0.63 -0.65
N -2.25 1.40 0.16
N -2.49 0.06 -0.21
C 0.88 -0.42 -0.75
C -0.10 0.28 0.14
H -0.44 -0.27 1.08
H 1.96 -0.23 -0.54
H 0.71 -1.55 -0.62
H 0.39 1.14 0.50
H 0.70 -0.26 -1.74
H -1.75 1.28 1.06

13
Properties=species:S:1:pos:R:3 method="wB97M-V/def2-TZVPD" orbital_gap_ev="9.48 / 9.48" e_homo_ev="-13.19 / -13.19" e_tot_ha=-717.113267 e_above_lowest_ev=4.576 charge=+1 largest_force_ev_per_a=4.22
S 0.35 1.73 0.53
O 1.17 -0.25 2.38
N -1.31 -0.88 -2.22
N -0.17 -0.90 0.05
N 1.55 0.85 2.72
C 0.19 0.13 0.64
C 1.43 1.90 2.16
H -1.86 -1.72 -2.32
H -0.47 -1.16 -2.73
H -0.82 -0.72 -1.21
H -1.62 -0.07 -2.76
H 1.86 2.91 2.35
H -0.29 -1.82 0.41

14
Properties=species:S:1:pos:R:3 method="wB97M-V/def2-TZVPD" orbital_gap_ev=8.03 e_homo_ev=-8.08 e_tot_ha=-1268.086680 e_above_lowest_ev=0.520 largest_force_ev_per_a=3.86
P -2.26 0.65 -0.22
P -1.55 -2.35 -0.04
P 0.21 -0.45 1.25
N -0.57 0.52 -0.09
N -0.26 -1.89 0.73
N -2.48 -1.03 -0.72
C 2.56 1.17 0.49
C 2.08 -0.06 0.48
H -3.36 -1.37 -1.15
H 1.80 1.82 0.68
H 3.54 1.42 0.05
H -0.04 1.49 -0.20
H 2.63 -0.95 0.26
H -2.31 1.03 -1.51

12
Properties=species:S:1:pos:R:3 method="wB97M-V/def2-TZVPD" orbital_gap_ev=6.82 e_homo_ev=-13.97 e_tot_ha=-641.891437 e_above_lowest_ev=3.382 charge=+1 largest_force_ev_per_a=4.48
S 1.65 0.80 -0.34
N -0.53 1.31 -1.42
N 0.43 0.58 0.59
N 0.14 -1.82 1.39
C -0.81 0.83 -0.07
C 0.70 1.34 -1.70
H 0.85 -2.40 0.99
H -1.48 0.01 -0.09
H 0.06 -1.84 2.33
H 1.07 1.55 -2.79
H -0.70 -1.99 0.82
H -1.38 1.63 0.29

13
Properties=species:S:1:pos:R:3 method="wB97M-V/def2-TZVPD" orbital_gap_ev=8.46 e_homo_ev=-12.59 e_tot_ha=-1040.094567 e_above_lowest_ev=3.199 charge=+1 largest_force_ev_per_a=3.92
S 4.61 0.24 0.02
S 2.57 0.36 -0.33
N -1.89 0.73 -0.22
N -0.56 0.22 0.13
N 0.68 -1.63 0.07
C -0.41 -0.94 -0.31
C 1.82 -1.16 0.27
H -2.18 0.06 -0.99
H -1.28 -1.43 -0.64
H 5.13 1.36 0.73
H -1.80 1.67 -0.64
H -2.49 0.83 0.58
H 2.54 -1.71 0.91